C39H44N3OS2SbTc as an isolated structure at a distorted geometry. Source: the Open Molecules 2025 dataset; level of theory: ωB97M-V with the def2-TZVPD basis set.

Structure (XYZ):
```
91
Properties=species:S:1:pos:R:3:forces:R:3:lowdin_spin:R:1
Tc 0.7819 1.2800 0.2091 -0.211 1.220 0.191 1.074
C -1.5435 4.0543 1.1213 1.140 -0.118 0.691 0.002
C -2.6780 3.0547 1.1487 0.375 0.898 0.586 0.042
C -3.2138 2.7768 -0.2467 -0.048 -0.004 -1.253 0.033
C -2.4920 1.8155 1.9783 -0.068 0.354 -0.822 0.205
C -3.7331 1.1713 2.2538 -1.370 -0.376 0.179 0.211
C -3.8749 0.0431 3.0158 0.362 0.087 0.683 0.011
C -2.7164 -0.4047 3.6505 -1.058 -0.686 -0.046 0.264
C -1.4910 0.2779 3.4818 1.079 -0.440 -0.451 0.130
C -0.3430 -0.0669 4.3258 1.414 -0.542 1.542 0.019
C -0.5507 0.6844 5.6623 -1.261 0.952 0.754 0.019
C -0.1486 -1.5326 4.7502 -1.541 -0.493 -1.009 0.008
C -1.3386 1.2460 2.5069 1.212 1.072 -0.565 0.012
N -0.0262 1.6671 2.0699 -0.049 0.285 0.113 0.006
C 0.8519 2.3002 2.8944 0.664 -0.003 -0.992 0.007
C 2.1550 2.4602 2.4205 0.279 -0.349 -0.702 0.013
C 3.3415 3.0068 2.9758 0.431 -0.349 -1.349 0.005
C 4.3365 2.8979 2.0022 -0.183 0.657 0.826 0.011
C 3.7809 2.2929 0.8483 -0.458 -0.731 -0.189 0.000
N 2.5059 1.9714 1.0843 -1.700 0.728 1.914 0.029
C 4.4960 1.9500 -0.4765 -0.868 0.436 2.405 0.000
C 4.2196 3.1614 -1.3894 -0.248 -0.160 -0.219 0.003
C 3.9283 0.6242 -0.9676 -0.567 -0.279 -0.747 0.003
C 5.9769 1.8675 -0.0599 -0.214 -0.136 -0.169 0.000
H -1.8606 4.9516 0.5816 0.079 -0.074 0.278 0.000
H -0.6431 3.6598 0.6356 -0.380 0.282 -0.022 0.002
H -1.2512 4.2819 2.1763 -0.226 0.248 -0.828 0.000
H -3.4425 3.6481 1.6589 -0.558 -0.461 0.373 0.018
H -2.3074 2.6750 -0.8888 -0.858 -0.353 0.157 0.005
H -3.8001 3.6362 -0.6703 0.565 -0.698 0.661 0.002
H -3.8677 1.8842 -0.2698 0.433 0.348 -0.292 0.002
H -4.5966 1.6504 1.8207 -0.256 -0.088 -0.061 0.005
H -4.8231 -0.4278 3.2555 0.067 0.116 -0.411 -0.003
H -2.7468 -1.3443 4.2225 0.142 0.653 -0.037 0.009
H 0.6067 0.2302 3.8571 -0.518 0.145 0.140 0.001
H -1.5144 0.3991 6.1782 0.726 0.123 -0.822 0.001
H -0.5881 1.7815 5.5839 -0.004 -0.260 -0.234 0.000
H 0.1853 0.4737 6.4204 0.660 -0.337 -0.075 0.003
H -0.7526 -1.7224 5.6423 -0.058 -0.368 -0.284 0.000
H 0.8600 -1.7357 5.0137 0.954 0.099 0.229 0.001
H -0.4005 -2.2328 3.9232 0.022 0.278 0.597 0.000
H 0.5138 2.7096 3.8571 0.322 -0.303 -0.345 0.000
H 3.4552 3.3757 3.9673 0.065 0.320 0.481 0.000
H 5.3620 3.2580 2.0840 -0.451 -0.227 0.089 0.001
H 3.2714 3.0399 -1.9643 0.659 0.186 0.556 0.004
H 5.0281 3.3188 -2.0857 0.274 -0.182 -0.462 0.000
H 4.2003 4.0753 -0.7869 -0.260 -0.082 -0.134 0.000
H 2.8837 0.7130 -1.4058 1.218 0.072 0.269 0.002
H 3.8439 -0.1106 -0.1672 0.100 0.065 0.137 0.000
H 4.5925 0.1759 -1.7142 -0.210 0.174 -0.144 0.000
H 6.3384 2.8735 0.1162 0.241 0.126 0.052 0.000
H 6.4948 1.4622 -0.8939 0.807 -0.253 -0.783 0.000
H 6.2370 1.2385 0.8134 -0.591 0.267 -0.397 0.000
O -0.6339 3.9724 -2.8380 1.740 -1.453 0.298 0.340
S 0.5124 3.0229 -2.5752 -1.963 1.170 0.453 0.333
N 0.2597 2.3001 -1.1544 0.201 -0.462 -0.589 -0.023
S 0.7011 -0.9723 0.1370 -0.838 -1.600 -1.504 0.113
Sb -0.5183 -1.8250 -1.8772 1.129 -0.456 0.923 0.037
C 0.1509 -0.6790 -3.7201 -1.306 -0.297 0.705 0.000
C -0.8408 0.0557 -4.3670 0.084 1.026 -1.048 0.004
C -0.4755 0.7834 -5.5533 0.410 -0.791 0.825 0.003
C 0.8720 0.7822 -5.9732 -0.708 -0.024 -0.761 0.001
C 1.8320 0.0284 -5.2888 -0.725 -0.056 0.432 0.000
C 1.4628 -0.7375 -4.1827 0.498 -0.710 0.627 0.000
C 0.2760 -3.8044 -1.9254 -0.897 -0.892 -1.143 0.008
C -0.2336 -4.5628 -3.0223 1.539 -1.665 2.477 0.001
C -0.0877 -6.0096 -2.9499 -0.232 1.429 -1.282 0.001
C 0.4993 -6.6278 -1.8491 0.442 1.033 0.313 0.000
C 0.9645 -5.8370 -0.7655 -0.392 -0.291 -0.859 0.000
C 0.8588 -4.4548 -0.8328 -0.046 0.233 0.283 0.001
C -2.5673 -2.5001 -1.3125 -0.782 0.392 -0.937 0.013
C -2.7526 -3.4823 -0.3415 -0.950 0.952 0.564 0.002
C -4.0622 -3.9510 -0.0182 1.120 -0.134 -1.039 0.000
C -5.1181 -3.6242 -0.8612 -0.305 0.726 0.054 0.000
C -4.9042 -2.7058 -1.9319 -0.869 -0.912 -0.063 0.001
C -3.6818 -2.1023 -2.1146 1.541 -0.464 0.712 0.002
H -1.8763 0.1181 -3.9841 0.720 -0.098 -0.363 0.000
H -1.2303 1.2958 -6.1645 0.328 -0.178 0.529 0.000
H 1.1227 1.2855 -6.9427 -0.116 -0.374 1.213 0.000
H 2.8624 -0.0124 -5.5887 0.187 0.059 -0.323 0.000
H 2.2008 -1.4293 -3.7187 -0.566 0.731 -0.270 0.000
H -0.6307 -4.0124 -3.8400 -0.509 -0.188 -0.860 0.000
H -0.3781 -6.6261 -3.8375 0.172 0.670 0.974 0.000
H 0.6986 -7.6938 -1.8764 -0.289 0.081 0.148 0.000
H 1.4018 -6.2799 0.1300 -0.033 -0.017 -0.398 0.000
H 1.2501 -3.8876 0.0021 -0.074 0.175 0.017 0.001
H -1.9859 -3.7529 0.3486 0.764 -0.343 0.053 0.000
H -4.1223 -4.6899 0.7926 -0.304 0.511 -0.367 0.000
H -6.1400 -3.9871 -0.6322 0.829 0.095 -0.438 0.000
H -5.6835 -2.5651 -2.7102 0.401 0.179 0.941 0.000
H -3.5061 -1.3703 -2.8815 -0.280 0.103 -0.351 0.000
```
Forces are in eV/Å.

Values from the calculation:
orbital gap (spin up / spin down): 5.9 / 3.8 eV
molecular weight: 854.7 g/mol
<S²>: 3.8457
2S+1: 4
strongest force on any atom: 3.4 eV/Å
total charge: +2
relative energy (zero: lowest compared OMol25 entry of this formula, charge and spin): 140.3 kJ/mol
E_HOMO (spin up / spin down): -12.345 / -13.049 eV